(1)
{"formula": "C29H33MnN3O", "method": "the ωB97M-V functional and the def2-TZVPD basis", "homo_lumo_gap_ha": [0.20508, 0.18089], "spin_multiplicity": 5, "e_above_lowest_ev": 0.289, "total_charge": -1, "homo_energy_ev": [-2.99, -2.33], "lumo_ha": [0.095, 0.095], "species": ["O", "C", "C", "H", "N", "C", "C", "H", "H", "H", "H", "H", "H", "H", "Mn", "H", "H", "H", "H", "N", "C", "C", "N", "H", "C", "H", "H", "C", "H", "H", "H", "H", "H", "H", "C", "C", "C", "H", "C", "H", "H", "H", "C", "H", "C", "C", "C", "C", "H", "H", "C", "C", "H", "H", "C", "C", "H", "C", "C", "C", "C", "H", "C", "C", "H", "C", "C"], "positions_angstrom": [[2.00, 0.35, 1.34], [0.71, -4.87, 0.04], [1.52, 5.13, -1.38], [1.44, -5.68, -1.83], [2.13, -2.93, -0.20], [-1.85, -2.48, 1.13], [-1.55, 2.60, 0.52], [3.47, 6.00, -1.09], [-0.72, -6.42, 4.05], [1.01, 6.09, -1.33], [3.21, 1.70, -1.60], [-2.93, -2.70, 1.12], [0.57, -7.49, 3.52], [-0.97, -7.48, 2.65], [0.38, 0.31, -0.80], [2.93, -4.46, -1.56], [5.06, -2.83, -1.67], [2.77, -2.07, 2.53], [1.11, 1.08, -3.01], [3.89, -1.55, -0.38], [3.54, 3.82, -1.25], [1.83, -0.43, 0.38], [0.77, 4.04, -1.55], [4.61, 3.73, -1.06], [-1.65, -1.89, -1.97], [-1.20, -1.51, -2.89], [0.70, -4.45, 3.92], [-1.45, 0.07, 1.24], [-1.03, 1.17, 3.02], [-1.52, -2.55, 2.18], [-2.34, 2.30, -2.12], [-2.59, 2.91, 0.29], [-2.58, 0.30, 3.03], [-0.52, 1.96, -2.59], [1.72, -2.33, 2.77], [0.24, -5.76, 2.27], [0.71, -4.58, 2.84], [0.49, -4.17, -2.01], [2.63, -1.63, 0.08], [-0.88, 3.18, -0.14], [1.67, -2.51, 3.85], [1.08, -1.46, 2.57], [1.38, 2.85, -1.77], [-2.71, -2.11, -2.16], [-1.53, 0.25, 2.71], [0.59, 1.71, -2.26], [-1.76, 1.37, -2.26], [-0.25, -6.85, 3.17], [-1.33, 2.84, 1.57], [-1.06, -0.59, 3.25], [-1.55, -1.15, 0.54], [1.29, -3.72, 0.63], [-0.29, -5.72, -1.62], [-2.06, 0.77, -3.12], [3.06, -3.51, -1.07], [-1.49, -0.89, -0.87], [-1.34, -3.27, 0.58], [0.25, -5.89, 0.88], [2.77, 2.69, -1.53], [-1.40, 1.14, 0.28], [0.59, -5.10, -1.43], [-1.14, -2.84, -1.73], [4.13, -2.66, -1.14], [1.24, -3.55, 2.05], [-0.11, -6.81, 0.41], [2.92, 5.07, -1.23], [-1.65, 0.57, -1.03]], "lowdin_charge": [-0.04, -0.22, -0.17, 0.07, 0.04, -0.03, -0.05, 0.08, 0.08, 0.09, 0.10, 0.09, 0.08, 0.07, 0.69, 0.08, 0.09, 0.10, 0.08, 0.09, -0.10, -0.33, 0.07, 0.10, -0.07, 0.07, 0.12, -0.24, 0.07, 0.07, 0.08, 0.09, 0.08, 0.01, -0.03, -0.28, -0.02, 0.08, -0.29, 0.06, 0.08, 0.07, -0.34, 0.08, -0.05, -0.16, -0.05, -0.07, 0.07, 0.06, -0.22, -0.10, 0.08, 0.08, -0.08, -0.31, 0.06, -0.02, -0.04, -0.28, -0.07, 0.05, -0.16, -0.17, 0.12, -0.12, -0.35]}

(2)
{"formula": "C4H4Cl2N2", "method": "the ωB97M-V functional and the def2-TZVPD basis", "homo_lumo_gap_ha": 0.41822, "smiles": "N#C[C@@]1(C(Cl)Cl)CN1", "e_above_lowest_ev": 0.362, "homo_energy_ev": -10.88, "lumo_ha": 0.018, "species": ["H", "C", "N", "Cl", "C", "C", "H", "H", "Cl", "N", "H", "C"], "positions_angstrom": [[-2.01, -0.92, -0.60], [-1.12, -0.34, -0.85], [-0.78, -0.75, 2.69], [2.05, -1.51, 0.13], [1.29, 0.06, -0.07], [-0.52, -0.42, 1.62], [1.44, 0.38, -1.15], [-0.51, 1.67, -0.85], [2.09, 1.32, 0.89], [-1.08, 1.01, -0.29], [-0.66, -0.51, -1.77], [-0.19, 0.00, 0.26]], "lowdin_charge": [0.12, -0.08, 0.18, 0.63, -1.07, -0.18, 0.09, 0.11, 0.62, 0.08, 0.10, -0.60]}

(3)
{"formula": "C4H7NO", "method": "the ωB97M-V functional and the def2-TZVPD basis", "homo_lumo_gap_ha": 0.38650, "smiles": "C[C@H]1NCC1=O", "e_above_lowest_ev": 2.344, "homo_energy_ev": -9.52, "lumo_ha": 0.037, "species": ["H", "H", "C", "H", "H", "N", "O", "H", "H", "C", "C", "H", "C"], "positions_angstrom": [[-1.19, 0.47, -1.31], [-1.78, -1.11, -0.75], [-0.43, -0.10, 0.64], [0.98, -0.03, -1.54], [2.47, -0.27, -0.59], [0.68, -0.99, 0.30], [0.83, 2.11, 1.06], [1.23, -1.13, 1.15], [-2.42, 0.40, -0.05], [1.39, -0.03, -0.52], [-1.52, -0.09, -0.43], [-0.84, -0.35, 1.63], [0.60, 1.11, 0.44]], "lowdin_charge": [0.07, 0.08, -0.32, 0.09, 0.11, -0.06, 0.10, 0.11, 0.08, -0.10, -0.06, 0.14, -0.25]}